# 1
A 13-piece molecular cluster, C6H36NO13 overall at a distorted geometry, computed with wB97M-V/def2-TZVPD.

The geometry in ORCA input format:
```
! RIJCOSX wB97M-V def2-TZVPD def2/J DEFGRID3
* xyz -1 1
C -0.212 -0.364 3.116
O -1.561 0.256 2.880
C 0.796 0.284 2.126
C 0.326 0.267 0.675
C -1.034 -0.628 0.650
C -2.122 -0.147 1.571
C -2.231 -2.081 -0.784
N -1.610 -0.735 -0.702
H -0.412 -1.441 2.966
H -0.069 -0.197 4.161
H 1.773 -0.079 2.338
H 1.018 1.263 2.463
H -0.091 1.193 0.427
H 0.990 -0.187 -0.064
H -2.608 0.678 1.078
H -2.788 -0.873 2.045
H -1.817 -2.823 -0.139
H -3.263 -1.718 -0.819
H -2.091 -2.531 -1.780
H -0.955 -0.370 -1.437
H -2.454 2.663 0.088
H -2.249 2.780 1.437
O -3.065 2.720 0.884
H 2.244 -3.555 -1.409
H 3.109 -1.760 0.998
O 3.161 -2.469 1.644
H -3.178 0.647 -2.962
H -3.337 1.804 -1.970
O -3.741 1.388 -2.749
H 2.943 -1.072 -1.535
H 3.001 -0.024 -0.501
O 3.566 -0.709 -0.874
H 1.869 3.601 1.029
H 1.665 3.043 2.507
O 2.235 3.581 1.902
H -0.714 -1.641 1.053
H 1.497 -2.302 -1.350
O 1.811 -3.028 -0.734
H 0.984 1.512 -1.292
H 2.314 2.121 -1.334
O 1.752 1.799 -0.624
H -0.707 2.158 -1.816
H -1.864 1.248 -1.286
O -1.465 2.117 -1.143
H 0.557 2.941 0.215
H -0.358 3.919 -0.491
O -0.055 3.703 0.390
H 2.989 -3.190 1.022
H 0.467 1.330 -3.381
O 0.501 0.861 -2.541
H -0.554 -4.664 0.864
H 0.928 -3.748 0.723
O 0.274 -4.324 1.153
H 1.101 -1.603 -3.472
H 1.141 -0.320 -2.501
O 1.593 -1.294 -2.713
*
```

Strongest force on any atom ... 0.089 Eh/bohr
Kohn-Sham gap ... 8.585 eV
E_LUMO ... 2.3649 eV
HOMO level ... -6.22 eV

Atomic charges from the Mulliken analysis, expressed in e, are listed below: atom 1 (C): -0.57, atom 2 (O): -0.49, atom 3 (C): -0.90, atom 4 (C): 3.35, atom 5 (C): 0.40, atom 6 (C): -1.46, atom 7 (C): -1.17, atom 8 (N): 0.03, atom 9 (H): 0.22, atom 10 (H): 0.49, atom 11 (H): 0.46, atom 12 (H): -0.26, atom 13 (H): -0.68, atom 14 (H): -1.08, atom 15 (H): 0.63, atom 16 (H): 0.29, atom 17 (H): 0.24, atom 18 (H): 0.41, atom 19 (H): 0.34, atom 20 (H): 0.26, atom 21 (H): 0.44, atom 22 (H): 0.36, atom 23 (O): -0.82, atom 24 (H): 0.27, atom 25 (H): 0.42, atom 26 (O): -0.67, atom 27 (H): 0.30, atom 28 (H): 0.41, atom 29 (O): -0.67, atom 30 (H): 0.52, atom 31 (H): 0.38, atom 32 (O): -0.78, atom 33 (H): 0.34, atom 34 (H): 0.32, atom 35 (O): -0.66, atom 36 (H): -0.01, atom 37 (H): 0.27, atom 38 (O): -0.54, atom 39 (H): 0.24, atom 40 (H): 0.38, atom 41 (O): -0.62, atom 42 (H): 0.20, atom 43 (H): 0.15, atom 44 (O): -0.58, atom 45 (H): 0.00, atom 46 (H): 0.34, atom 47 (O): -0.68, atom 48 (H): 0.31, atom 49 (H): 0.06, atom 50 (O): -0.82, atom 51 (H): 0.25, atom 52 (H): 0.35, atom 53 (O): -0.67, atom 54 (H): 0.28, atom 55 (H): 0.29, atom 56 (O): -0.86


# 2
C6H36NO16S as an isolated structure at a distorted geometry, computed with wB97M-V/def2-TZVPD.

The geometry in ORCA input format:
```
! RIJCOSX wB97M-V def2-TZVPD def2/J DEFGRID3
* xyz -1 1
C -5.297 3.768 1.205
O -4.557 2.517 1.292
C -3.225 2.536 1.545
C -2.655 1.141 1.325
N -1.207 0.946 1.334
H -0.783 0.017 0.666
H -0.798 1.829 1.022
C -0.632 0.558 2.616
C 0.896 0.449 2.668
O 1.236 0.173 4.058
C 2.661 -0.108 4.223
H -5.064 4.661 1.836
H -6.382 3.713 1.428
H -5.047 3.992 0.139
H -2.829 3.168 2.483
H -2.816 2.943 0.580
H -2.779 0.689 0.204
H -2.982 0.341 1.894
H -1.046 -0.414 2.737
H -1.012 0.980 3.422
H 1.325 1.402 2.307
H 1.140 -0.269 1.899
H 3.229 0.300 5.057
H 3.217 0.418 3.271
H 2.757 -1.232 4.276
S 0.681 -0.718 -1.030
O 1.287 0.511 -0.794
O -0.512 -0.775 -0.194
O 0.312 -0.832 -2.478
O 1.682 -1.758 -0.692
O 2.260 2.326 -2.664
H 1.702 2.111 -3.383
H 1.891 1.793 -1.958
O 0.864 2.748 0.298
H 0.401 3.210 -0.392
H 0.911 1.867 -0.208
O 3.690 -2.878 -1.807
H 2.860 -2.364 -1.509
H 3.570 -3.749 -1.442
O 3.633 0.414 0.374
H 3.586 -0.437 0.721
H 2.908 0.806 -0.309
O 1.426 -0.654 -4.612
H 0.888 -0.771 -3.835
H 2.438 -0.759 -4.149
O -2.700 -2.187 -0.990
H -1.923 -1.716 -0.787
H -2.436 -2.705 -1.679
O 3.076 -2.128 1.306
H 2.744 -1.955 0.441
H 3.705 -3.002 1.196
O -1.961 0.141 -3.121
H -2.420 -0.698 -3.283
H -1.076 -0.215 -2.915
O -1.016 -3.166 -3.126
H -0.557 -3.688 -3.677
H -0.333 -2.422 -3.204
O 0.408 -4.028 -1.024
H -0.215 -3.695 -1.731
H 0.900 -3.141 -0.808
*
```

Strongest force on any atom ... 0.116 Eh/bohr
Kohn-Sham gap ... 9.616 eV
E_LUMO ... 2.2903 eV
HOMO level ... -7.33 eV

Atomic charges from the Mulliken analysis, expressed in e, are listed below: atom 1 (C): -0.72, atom 2 (O): -0.32, atom 3 (C): -0.30, atom 4 (C): -0.89, atom 5 (N): 0.29, atom 6 (H): 0.04, atom 7 (H): 0.36, atom 8 (C): -1.48, atom 9 (C): -0.13, atom 10 (O): -0.48, atom 11 (C): -0.47, atom 12 (H): 0.27, atom 13 (H): 0.24, atom 14 (H): 0.31, atom 15 (H): 0.28, atom 16 (H): 0.31, atom 17 (H): 0.21, atom 18 (H): 0.56, atom 19 (H): 0.41, atom 20 (H): 0.89, atom 21 (H): 0.35, atom 22 (H): 0.41, atom 23 (H): 0.30, atom 24 (H): 0.18, atom 25 (H): 0.19, atom 26 (S): -0.57, atom 27 (O): -0.73, atom 28 (O): -0.30, atom 29 (O): -0.56, atom 30 (O): -0.12, atom 31 (O): -0.69, atom 32 (H): 0.32, atom 33 (H): 0.41, atom 34 (O): -0.74, atom 35 (H): 0.29, atom 36 (H): 0.48, atom 37 (O): -0.71, atom 38 (H): 0.46, atom 39 (H): 0.27, atom 40 (O): -0.71, atom 41 (H): 0.30, atom 42 (H): 0.40, atom 43 (O): -0.76, atom 44 (H): 0.50, atom 45 (H): 0.35, atom 46 (O): -0.70, atom 47 (H): 0.40, atom 48 (H): 0.43, atom 49 (O): -0.60, atom 50 (H): 0.46, atom 51 (H): 0.26, atom 52 (O): -0.73, atom 53 (H): 0.34, atom 54 (H): 0.32, atom 55 (O): -0.67, atom 56 (H): 0.34, atom 57 (H): 0.38, atom 58 (O): -0.81, atom 59 (H): 0.44, atom 60 (H): 0.42


# 3
A 12-piece molecular cluster, C6H36O12 overall at a distorted geometry, computed with wB97M-V/def2-TZVPD.

The geometry in ORCA input format:
```
! RIJCOSX wB97M-V def2-TZVPD def2/J DEFGRID3
* xyz 0 1
C -2.483 -1.727 2.397
O -2.041 -1.382 3.738
H -3.450 -1.214 2.182
H -1.715 -1.405 1.667
H -2.560 -2.839 2.398
H -1.790 -0.443 3.657
C -1.485 2.105 -2.902
O -2.608 3.047 -2.675
H -1.790 1.106 -2.501
H -1.352 1.972 -3.983
H -0.659 2.439 -2.263
H -3.411 2.566 -2.916
C -3.695 2.765 1.117
O -3.182 1.743 1.891
H -4.460 2.388 0.420
H -4.278 3.456 1.738
H -2.919 3.275 0.588
H -2.324 1.482 1.535
C -0.128 -1.880 -3.552
O 1.079 -1.807 -2.777
H -0.305 -2.903 -3.931
H -0.989 -1.558 -2.976
H -0.013 -1.261 -4.442
H 0.932 -1.986 -1.835
C -0.266 -0.016 0.160
O 0.572 -0.640 1.120
H 0.049 -0.175 -0.877
H -1.289 -0.379 0.182
H -0.331 1.048 0.399
H 0.669 -1.547 0.857
C 4.494 -0.357 -0.109
O 3.261 -1.066 0.039
H 4.552 0.230 -1.057
H 4.599 0.323 0.729
H 5.277 -1.068 -0.066
H 2.604 -0.383 0.263
O 0.628 -3.277 -0.266
H 1.304 -3.832 0.153
H -0.014 -3.791 -0.725
O 1.919 0.967 -2.833
H 0.966 1.168 -2.995
H 1.863 -0.040 -2.802
O 0.166 0.590 3.348
H 0.262 0.210 4.226
H 0.289 -0.148 2.703
O -0.703 3.034 2.292
H 0.249 2.889 2.271
H -0.966 2.417 2.990
O 2.517 -3.510 1.283
H 2.906 -4.084 1.968
H 3.083 -2.730 1.199
O 2.154 1.863 -0.035
H 2.766 2.595 0.003
H 2.049 1.766 -0.994
*
```

Strongest force on any atom ... 0.047 Eh/bohr
Kohn-Sham gap ... 9.966 eV
E_LUMO ... 0.2387 eV
HOMO level ... -9.73 eV

Atomic charges from the Mulliken analysis, expressed in e, are listed below: atom 1 (C): 0.17, atom 2 (O): -0.54, atom 3 (H): 0.25, atom 4 (H): -0.30, atom 5 (H): 0.28, atom 6 (H): 0.35, atom 7 (C): -0.51, atom 8 (O): -0.53, atom 9 (H): 0.20, atom 10 (H): 0.33, atom 11 (H): 0.21, atom 12 (H): 0.30, atom 13 (C): -0.59, atom 14 (O): -0.45, atom 15 (H): 0.23, atom 16 (H): 0.25, atom 17 (H): 0.28, atom 18 (H): 0.25, atom 19 (C): -0.60, atom 20 (O): -0.56, atom 21 (H): 0.27, atom 22 (H): 0.28, atom 23 (H): 0.27, atom 24 (H): 0.29, atom 25 (C): -0.41, atom 26 (O): -0.50, atom 27 (H): -0.37, atom 28 (H): 0.63, atom 29 (H): 0.27, atom 30 (H): 0.22, atom 31 (C): -0.75, atom 32 (O): -0.40, atom 33 (H): 0.20, atom 34 (H): 0.32, atom 35 (H): 0.30, atom 36 (H): 0.28, atom 37 (O): -0.60, atom 38 (H): 0.28, atom 39 (H): 0.24, atom 40 (O): -0.72, atom 41 (H): 0.27, atom 42 (H): 0.43, atom 43 (O): -0.58, atom 44 (H): 0.30, atom 45 (H): 0.42, atom 46 (O): -0.61, atom 47 (H): 0.28, atom 48 (H): 0.34, atom 49 (O): -0.57, atom 50 (H): 0.27, atom 51 (H): 0.30, atom 52 (O): -0.52, atom 53 (H): 0.26, atom 54 (H): 0.33


Q: Which of these has the highest strongest force on any atom?
A: C6H36NO16S


Q: The lowest HOMO level belongs to which entry?
A: C6H36O12


Q: Which of these has the lowest E_LUMO?
A: C6H36O12